180
Properties=species:S:1:pos:R:3 method="wB97M-V/def2-TZVPD" orbital_gap_ev=7.088 energy_ha=-7524.693655 charge=+1 e_lumo_ha=-0.0786 fmax_ev_per_a=3.89
H 3.4221 3.6770 -1.3503
H -1.7144 -5.8698 -2.2525
C 3.4532 -5.4803 -2.5572
C 1.1871 -8.1240 4.1396
C 2.5637 1.6836 4.0391
H -1.6768 -7.3555 -3.2324
C 4.7802 -0.3107 5.7865
O -4.4934 -0.3550 3.7230
H -3.0213 -1.7530 -3.2408
C -5.7116 3.6574 -2.9433
H 1.6416 0.5033 -3.4612
H -4.8444 2.3261 -0.0662
C 0.4743 1.1314 -6.9868
O 2.4899 4.5855 1.8506
H -1.2225 -3.5476 -2.9277
C -0.0984 -6.7290 0.9968
H -6.2121 1.0103 -5.1939
O 2.1109 -3.6173 -0.8362
H 6.7017 -0.0147 6.7845
H 1.0630 3.1812 -7.5611
H -3.4683 -4.5871 4.7073
O 4.8913 0.7837 4.8761
H 0.1570 -5.5648 -3.8732
H -1.3880 4.1317 -1.3855
O 3.9780 -1.5903 0.0060
H -5.8240 3.6650 -1.8592
O -0.7015 -3.1193 0.8383
H 0.6828 2.2286 -4.4167
C -4.5384 -0.2397 -5.5794
C 2.7760 6.8118 -5.0852
H 0.1806 -8.4900 3.9371
C 4.0432 5.6712 -3.4532
H 3.2285 -8.8406 4.1169
C 2.3584 -0.1411 -3.9702
C -0.3743 0.8319 -5.7624
H -2.6064 -2.3918 4.1515
H -0.9658 -7.4211 -1.6848
H 1.8313 7.2171 -4.7228
H 1.5470 4.9657 -5.4794
O 4.7041 1.3991 2.4324
H -3.8626 1.0625 1.8228
H 5.1688 -1.1991 5.2885
C -0.3129 4.2913 -1.4681
O 3.8698 6.0909 0.3456
H 2.1645 -9.8173 4.9865
H -0.7786 4.4613 5.9876
H -1.5394 -0.4995 3.2774
H 0.1104 0.4672 -7.7707
H -1.5659 0.4870 4.7514
O -3.0145 3.7203 -3.4648
C 6.2949 -0.7594 -1.2028
O -4.5666 2.1871 -4.7409
H 3.7185 -0.4205 6.0073
H 4.6149 3.2230 -0.0119
H 6.6385 -0.7743 -2.2371
H -5.4207 1.1873 6.0519
H -0.1417 -0.0454 -5.1588
H -3.5008 -0.3748 -5.2740
H -1.4571 -1.2232 -3.5121
H -5.5476 0.5754 -3.7495
H 3.1387 -6.2365 -3.2765
H 4.1184 1.1119 -3.6249
H -0.0835 5.4328 0.4616
H -4.4267 2.2750 5.0251
O -1.2251 -2.1951 5.6384
H 1.8737 1.7041 3.1956
H -0.9758 2.3706 -4.1974
H 1.9398 4.9405 -3.2363
H -1.3246 -3.7301 4.1942
H 4.9766 5.2386 -3.8136
C -5.2276 0.9052 -4.7379
H -2.0622 3.7360 6.5396
C 2.2337 -9.2795 4.0409
C -4.3706 2.0077 2.0140
H 2.2998 -0.0657 -5.0560
C -1.1201 -6.7424 -2.5237
H -0.1600 5.0191 -2.2650
O -0.8344 -6.2773 3.6045
H -2.6227 4.4288 2.4872
O 4.4752 -2.5229 -2.2676
O 1.0529 -4.8012 2.6369
C -1.8812 4.5645 3.2745
H 2.9743 2.6838 4.1773
S 0.3391 -6.0833 2.7492
C -3.0675 -1.6943 0.6779
H 6.8120 -1.5063 -0.6004
O -2.2427 -3.5057 -1.1656
H -3.7407 2.4556 2.7825
S -2.1150 -3.2658 0.4697
H 3.1268 7.3419 -5.9707
O 0.6631 -2.0947 3.9650
O 3.4515 -0.7004 3.3179
H -0.6883 -7.6233 1.1981
H 2.3224 -10.0280 3.2535
H -3.2984 3.0455 0.4748
H 0.8409 -7.0785 -3.4417
H 1.5122 0.8433 -6.8199
H -4.8832 3.7802 0.8835
H 0.8193 -6.9823 0.4659
H 3.1215 3.7409 -3.8544
C -1.0900 3.2847 3.4849
C -1.4216 -2.8405 -2.1225
C 0.4079 4.6373 -0.0984
H -2.2270 -0.8183 -1.9422
C -2.5045 4.8787 4.6238
H -6.2134 2.5321 5.1214
H -5.1626 -1.1311 -5.5163
C -1.9501 -3.0280 4.7454
H -3.5138 -3.5710 6.2673
C 3.8220 0.0901 -3.3878
H 1.1424 -7.7060 5.1453
H -2.3012 -4.7035 6.0237
S -0.0043 -1.2839 4.9775
O 3.8011 6.9128 -4.0813
O -1.4485 2.8296 4.7915
H -0.2280 0.6532 3.5655
H -2.5046 5.9129 4.9681
O 0.7145 -0.6167 6.0655
H -6.5160 3.0417 -3.3457
H 2.0033 -1.1422 -3.7259
C 0.2643 0.4835 0.1188
C -5.4018 1.8052 5.1541
H 4.1726 -4.7780 -2.9783
H -1.2697 5.4227 2.9958
H 3.2653 4.9060 -5.9161
H 4.5630 -0.5744 -3.8320
C 3.5779 3.3550 -0.3207
C 2.5425 5.3214 -5.2138
H -0.0108 3.4379 3.4854
H -0.6734 -5.9622 0.4777
H 0.0604 3.3145 -1.7755
S 3.9877 0.6709 3.4645
H -0.4722 -2.5321 -1.6848
H 3.6480 -6.0134 -1.6267
C 0.2236 2.6068 -7.1692
S 4.5387 -1.3802 -1.3279
S 1.9962 -4.3570 -2.1281
C -0.2477 2.1572 -4.9800
H 0.3960 3.7141 0.4810
H -5.6824 4.6350 -3.4247
O 1.4687 -7.1855 3.0805
O -0.3251 3.1367 -5.9785
C -0.9206 -0.0374 4.0466
H -1.3202 2.5137 2.7496
Ba 2.1418 -2.6345 1.6119
H -2.6324 -0.8642 0.1214
O 1.6305 -3.5952 -3.2848
O 3.7279 -0.0885 -1.9807
H 0.1429 -0.0668 -0.8142
O 0.9018 -5.6217 -1.9396
O -3.9780 1.6514 -2.3496
H 4.1043 5.7721 -2.3696
C 0.2573 -6.2531 -3.0340
H 5.3918 0.8224 7.5574
H -4.6841 0.0451 -6.6214
H 0.7463 1.4531 -0.0062
C -2.0884 -1.5877 -2.7018
H 2.9145 2.5173 -0.1056
H -3.0262 -1.4146 1.7306
H -1.4287 0.6917 -6.0003
O -7.0357 0.1314 3.9326
H 6.2295 0.1532 -0.6104
O 1.6750 5.1835 -0.4424
S -4.0965 2.7640 -3.2875
C -1.6783 4.0192 5.5596
H -0.7671 0.6262 0.4413
O -5.6530 1.6706 2.4836
H -4.1131 -1.8712 0.4258
C 5.6591 -0.1221 7.0836
H 2.1209 1.2819 4.9505
O 0.9172 -0.2747 1.0920
H 5.4914 -0.9489 7.7737
C 2.8353 4.7925 -3.8397
C -2.9289 -4.0128 5.4606
C -4.3359 2.8479 0.7445
O -2.9516 -4.2478 1.1275
S -5.6587 0.5853 3.7837
S 2.9756 4.9530 0.5167
H -3.5526 4.5797 4.6379
H -0.4586 2.6984 -8.0144